Computed, not measured: a molecular structure, C27H23F6I2KN6O10S2, with ωB97M-V/def2-TZVPD.

LUMO level: 3.296 eV
ΔE to the lowest compared entry with this formula, charge and spin: 5.1 kcal per mole
Molecular weight: 1062.54 g mol⁻¹
Kohn-Sham gap: 6.29 eV

Structure (ORCA input):
```
! RIJCOSX wB97M-V def2-TZVPD def2/J DEFGRID3
* xyz -2 1
I -2.744 -0.062 2.455
I -5.255 -4.971 0.023
K 0.566 1.122 0.779
S -0.077 4.444 2.851
S 1.760 4.851 4.944
F -2.485 5.472 2.648
F 3.394 4.572 2.895
F 4.366 5.057 4.768
F -1.430 6.066 4.440
F 3.619 3.057 4.424
F -2.262 4.074 4.285
O 0.510 -0.619 7.485
O -0.286 -1.353 0.932
O 2.681 0.571 -0.816
O 0.450 5.561 2.132
O 5.501 3.919 -5.131
O 4.082 5.405 -5.775
O -0.507 3.279 2.127
O 1.695 6.269 4.758
O 0.640 2.513 -1.513
O 1.819 4.329 6.283
N 4.399 4.456 -5.061
N 0.105 0.477 4.914
N 0.734 3.978 4.121
N 0.596 -2.659 -1.658
N 1.978 0.661 3.288
N 0.642 -2.178 -4.879
C 0.270 -1.512 -3.783
C 0.076 -3.622 -0.686
C 1.096 0.559 -4.658
C 0.478 -0.140 -3.637
C 3.375 4.347 4.206
C 0.128 1.340 6.102
C 1.529 2.970 -2.253
C 0.972 0.696 7.184
C 1.240 -1.492 -5.851
C -0.382 -2.308 -2.683
C -0.313 -0.896 5.220
C -3.585 -3.741 0.333
C -2.363 -4.067 -0.249
C 2.862 2.393 -2.377
C 3.770 2.903 -3.293
C 1.492 -0.133 -5.794
C 0.552 -1.454 6.337
C 1.273 4.121 -3.102
C -1.306 -2.085 0.750
C -3.704 -2.603 1.113
C 3.311 1.236 -1.615
C 2.182 4.591 -3.994
C -2.590 -1.807 1.307
C 1.124 0.587 4.062
C 3.449 3.972 -4.107
C -1.250 -3.276 -0.052
C -1.650 5.049 3.603
H -4.650 -2.333 1.561
H 1.265 1.625 -4.569
H 0.197 -2.436 6.651
H -0.769 -3.232 -3.118
H 4.749 2.449 -3.386
H 0.168 0.375 -2.736
H -0.013 -4.594 -1.185
H 4.364 0.956 -1.835
H 0.921 1.268 8.109
H 1.531 -2.066 -6.726
H 1.588 -1.549 5.984
H 0.299 4.581 -3.001
H 1.984 0.369 -6.618
H 2.019 0.655 6.855
H -2.276 -4.953 -0.868
H 0.835 -3.715 0.094
H 1.960 5.438 -4.627
H -0.247 -1.496 4.312
H -1.237 -1.746 -2.277
H 0.868 -1.825 -1.148
H 0.506 2.321 5.830
H -0.906 1.441 6.441
H -1.359 -0.856 5.528
*
```